Entry 1:
DFT (ωB97M-V/def2-TZVPD) results for a 9-piece molecular cluster, C38H56N9O2 overall.

CARTESIAN COORDINATES (ANGSTROEM)
C: -2.00572 -2.95644 -2.42173
O: -1.08327 -1.87632 -2.45119
C: -1.22901 -1.05452 -1.37770
C: -0.14136 0.04756 -1.33459
N: -0.01235 0.80964 -0.07333
H: 0.65382 1.61681 -0.23463
H: -0.90090 1.20243 0.39471
C: 0.74765 0.00627 0.91190
C: 1.05502 0.74821 2.27330
O: 1.80269 -0.02484 2.99852
C: 2.26626 0.54263 4.14055
H: -3.14743 -2.65429 -2.27052
H: -1.81922 -3.72217 -1.67893
H: -1.76060 -3.38062 -3.16670
H: -1.11811 -1.66902 -0.41007
H: -2.13179 -0.43986 -1.51433
H: -0.33632 0.79721 -2.29061
H: 0.82184 -0.47081 -1.40545
H: 1.61177 -0.30491 0.36351
H: 0.15784 -0.92932 1.01600
H: 0.10606 1.07973 2.78809
H: 1.56445 1.62312 1.94310
H: 1.50840 0.63346 4.93596
H: 2.55580 1.38420 3.94283
H: 2.94088 -0.15011 4.82601
N: 4.76220 -2.83156 5.77915
C: 5.61580 -2.75704 6.81975
C: 6.51011 -1.75064 6.52108
C: 6.24746 -1.38556 5.14550
C: 5.06235 -1.95078 4.81987
H: 4.09299 -3.53270 5.97377
H: 5.68057 -3.15394 7.78253
H: 7.11955 -1.11285 7.40474
H: 6.68275 -0.58462 4.49719
H: 4.62399 -2.01065 3.88305
N: -4.37169 -5.09886 -5.06557
C: -4.48914 -3.75025 -5.41108
C: -5.14070 -3.19640 -4.36007
C: -5.53857 -4.27968 -3.41878
C: -5.08958 -5.47973 -3.95933
H: -3.73321 -5.76982 -5.55257
H: -3.95534 -3.24927 -6.21704
H: -5.41122 -2.19706 -4.28133
H: -6.11764 -4.31091 -2.60841
H: -5.01812 -6.43465 -3.55477
N: -3.56971 -1.00265 2.85392
C: -2.45504 -1.67509 2.65584
C: -1.54649 -0.99660 3.52800
C: -2.25341 0.15907 4.13054
C: -3.51677 0.14762 3.72673
H: -4.48821 -1.24820 2.37134
H: -2.32531 -2.60351 2.13762
H: -0.51035 -1.47248 3.71080
H: -1.87452 1.06503 4.84723
H: -4.14490 0.95670 3.96214
N: -2.50435 1.83379 1.43002
C: -1.82724 2.95236 1.16224
C: -2.01631 3.29394 -0.13287
C: -2.81763 2.12476 -0.74752
C: -3.15787 1.37664 0.19019
H: -2.79423 1.35874 2.41520
H: -1.08442 3.51867 1.90644
H: -1.66698 4.24819 -0.61465
H: -3.27266 1.99552 -1.63305
H: -3.73685 0.47790 0.15312
N: 0.65583 3.38959 -2.19153
C: 1.41789 2.36450 -2.90131
C: 2.49306 1.94521 -2.07990
C: 2.41055 2.83025 -0.80497
C: 1.24482 3.64407 -0.88304
H: -0.21453 3.78021 -2.51226
H: 1.04697 2.04149 -3.90417
H: 3.45125 1.41233 -2.27350
H: 3.02543 2.87562 0.05722
H: 0.94523 4.52231 -0.30156
N: 4.15765 -2.32585 -1.28968
C: 3.09736 -2.78409 -0.54886
C: 1.99883 -2.74135 -1.36733
C: 2.46541 -2.13001 -2.61269
C: 3.81657 -1.83862 -2.45925
H: 4.88033 -2.12705 -0.77414
H: 3.04763 -3.08399 0.46581
H: 1.03683 -3.01815 -0.97355
H: 2.04426 -2.20027 -3.70004
H: 4.50281 -1.44858 -2.98074
N: -0.19371 -0.90979 -7.20294
C: -0.74792 0.30767 -7.55907
C: -1.08747 0.91360 -6.37944
C: -1.03770 -0.10023 -5.34266
C: -0.38955 -1.15045 -5.90233
H: 0.24544 -1.65057 -7.80273
H: -0.65600 0.60968 -8.47879
H: -1.30245 1.94044 -6.37075
H: -1.36165 0.04752 -4.41541
H: -0.03764 -2.17269 -5.49222
N: -0.67500 5.02502 4.34390
C: 0.45493 4.32479 3.98665
C: 1.12617 5.15099 3.17149
C: 0.39408 6.40663 2.94319
C: -0.69378 6.25540 3.71025
H: -1.44934 4.72427 5.07550
H: 0.56071 3.52275 4.56766
H: 2.18938 5.01263 2.76509
H: 0.44718 7.22951 2.23040
H: -1.38558 6.87377 4.03203

Results
LUMO level	-1.719	eV
highest occupied orbital energy	-10.1	eV
ΔE to the lowest compared entry with this formula, charge and spin	27.2	kcal/mol
M	670.93	g mol⁻¹
total charge	+1
E	-57799.1937	eV

Entry 2:
DFT (ωB97M-V/def2-TZVPD) results for a 10-piece molecular cluster, C38H56O22S6 overall.

CARTESIAN COORDINATES (ANGSTROEM)
C: 2.57470 -4.29212 1.00480
C: 1.50501 -5.36288 0.88653
O: 1.96004 -6.56023 1.45003
S: 3.62610 -6.56751 1.45341
O: 4.17378 -6.96467 0.13211
O: 4.10471 -7.21802 2.63893
O: 3.72590 -4.92755 1.57929
H: 2.23219 -3.41068 1.54689
H: 2.97127 -3.97325 0.04088
H: 1.33335 -5.61281 -0.16046
H: 0.58392 -5.08876 1.40087
C: -2.35134 4.00695 -2.73184
C: -1.50056 4.04351 -1.42648
O: -2.02999 2.95711 -0.66616
S: -3.55486 2.56286 -1.08928
O: -4.52906 3.67291 -0.84714
O: -3.91973 1.14377 -0.81322
O: -2.96910 2.80596 -2.59843
H: -1.74685 3.95635 -3.63746
H: -3.04922 4.84211 -2.79147
H: -1.76863 4.92195 -0.83947
H: -0.42659 4.03102 -1.61234
C: 3.53013 -6.52507 -3.78904
C: 4.78043 -6.12033 -4.59495
O: 4.85541 -4.68188 -4.40954
S: 3.42901 -4.07085 -3.82345
O: 2.81948 -3.07259 -4.64402
O: 3.60840 -3.79359 -2.40703
O: 2.60469 -5.45764 -3.85879
H: 3.66363 -6.77840 -2.73732
H: 3.07945 -7.38845 -4.27850
H: 4.59447 -6.19262 -5.66653
H: 5.64926 -6.68685 -4.25985
C: 1.49909 3.34836 4.57686
C: 1.27704 1.88845 4.80679
O: 2.27462 1.36143 5.64481
S: 3.45692 2.45787 5.93894
O: 4.51650 2.46550 4.89792
O: 3.88662 2.57894 7.29739
O: 2.41456 3.64876 5.58574
H: 0.61581 3.98386 4.64049
H: 2.05604 3.50170 3.65253
H: 1.39450 1.32768 3.87952
H: 0.34240 1.82239 5.36373
O: 0.38867 -2.71545 -0.31392
S: 0.13855 -1.42105 -0.91240
O: -1.21408 -0.98142 -1.25442
O: 0.92315 -0.24358 -0.02374
C: 0.90414 1.12607 -0.40423
C: 0.78201 1.98366 0.83655
C: 1.09159 -1.31074 -2.51915
H: -0.02886 1.19988 -0.96294
H: 1.83680 1.33786 -0.92709
H: 1.39373 1.57103 1.63882
H: -0.23081 1.84396 1.21444
H: 1.01260 3.01401 0.56581
H: 1.14763 -0.30554 -2.93692
H: 0.51470 -1.95815 -3.17958
H: 2.07993 -1.74844 -2.37879
O: -1.70670 -5.08225 0.48979
S: -2.58652 -5.39417 -0.72066
O: -2.89853 -6.77816 -1.04429
O: -4.01234 -4.51315 -0.59735
C: -3.88602 -3.10177 -0.28237
C: -5.22105 -2.55969 0.21065
C: -1.84103 -4.47632 -2.19085
H: -3.57023 -2.62620 -1.21092
H: -3.16551 -2.86471 0.50042
H: -6.07689 -2.42993 -0.45179
H: -5.09706 -1.51305 0.48859
H: -5.61818 -3.08864 1.07703
H: -0.82753 -4.82146 -2.39530
H: -1.70704 -3.44625 -1.86055
H: -2.49510 -4.46566 -3.06273
C: -2.15168 -1.36238 -4.66936
C: -1.18750 -1.66445 -5.65362
C: -0.24008 -0.73905 -5.95512
C: -0.15101 0.43505 -5.22010
C: -1.05702 0.69403 -4.18889
C: -2.12487 -0.17730 -3.87352
H: -3.01268 -1.96847 -4.42907
H: -1.34266 -2.58339 -6.19941
H: 0.51332 -1.05033 -6.66357
H: 0.52465 1.25975 -5.39265
H: -0.84871 1.61334 -3.66175
H: -2.92214 -0.06565 -3.15360
C: -3.00257 6.33700 1.06237
C: -1.69302 6.22103 1.50949
C: -1.24073 5.03116 2.09654
C: -2.16191 4.04804 2.37054
C: -3.50763 4.21842 2.19112
C: -3.90417 5.31993 1.45986
H: -3.32593 7.22849 0.54559
H: -0.94042 6.93511 1.20935
H: -0.17919 5.00841 2.29410
H: -1.74431 3.09401 2.65663
H: -4.26995 3.56208 2.58416
H: -4.92947 5.34234 1.12126
C: -2.78482 -0.25346 4.04010
C: -1.64400 -0.64226 4.68020
C: -0.49288 -1.02154 4.01339
C: -0.42756 -0.95985 2.61401
C: -1.62839 -0.52799 1.98591
C: -2.78305 -0.17484 2.72648
H: -3.65883 0.07263 4.58432
H: -1.75664 -0.69616 5.75295
H: 0.42153 -1.32215 4.50317
H: 0.44804 -1.27264 2.06456
H: -1.71384 -0.48063 0.91034
H: -3.58975 0.24346 2.14282
C: 2.28660 5.92559 0.84062
C: 2.62737 4.91078 -0.00522
C: 3.46152 3.89064 0.49654
C: 3.97829 3.95951 1.80383
C: 3.68494 5.07644 2.55121
C: 2.79565 6.04218 2.11054
H: 1.44625 6.57708 0.65148
H: 2.14386 4.94612 -0.97030
H: 3.65395 2.98721 -0.06307
H: 4.53406 3.10710 2.16567
H: 4.14087 5.19811 3.52267
H: 2.43286 6.86473 2.70904

Results
spin multiplicity	2
LUMO level (spin up / spin down)	-4.476 / -8.842	eV
highest occupied orbital energy (spin up / spin down)	-11.4 / -11.4	eV
M	1057.25	g mol⁻¹
total charge	+1
E	-150352.2993	eV

Entry 3:
DFT (ωB97M-V/def2-TZVPD) results for C38H57BCdF4N5O2S4 as an isolated structure.

CARTESIAN COORDINATES (ANGSTROEM)
Cd: 0.00187 0.18918 -0.28916
C: -2.55078 -0.05261 2.01447
C: -1.37830 -0.17840 2.82247
C: -0.47988 0.83600 2.43266
C: -1.10156 1.52474 1.31348
C: -2.42345 0.99963 1.12859
C: -3.55082 1.65271 0.34927
C: -3.03557 2.69297 -0.64683
C: -4.40592 0.60968 -0.38093
C: -4.45103 2.37949 1.36397
C: 0.70861 1.51737 3.13386
C: 1.78907 0.61049 3.73863
C: 0.13585 2.40634 4.25366
C: 1.45433 2.44712 2.15760
C: -1.23133 -1.35673 3.79322
C: -0.08760 -2.28352 3.34459
C: -1.04404 -0.92111 5.25433
C: -2.50170 -2.22056 3.78491
H: -3.43352 -0.67283 2.09851
H: -0.83890 2.52539 1.00758
H: -2.36838 2.25138 -1.38256
H: -2.51166 3.50218 -0.13043
H: -3.87815 3.13501 -1.18484
H: -3.82887 0.07414 -1.13414
H: -5.25657 1.08877 -0.87343
H: -4.80624 -0.10705 0.34238
H: -3.87195 3.11032 1.93395
H: -4.88086 1.66901 2.07338
H: -5.26552 2.90264 0.85292
H: 1.41697 -0.03529 4.52848
H: 2.57226 1.23800 4.17718
H: 2.23527 -0.00400 2.96284
H: -0.36513 1.81628 5.02136
H: -0.59572 3.10362 3.83928
H: 0.93626 2.98548 4.72666
H: 1.79572 1.91200 1.26814
H: 2.33105 2.86767 2.65696
H: 0.83584 3.28664 1.83969
H: 0.86730 -1.76940 3.29564
H: -0.29818 -2.65068 2.33576
H: 0.00055 -3.14047 4.02308
H: -0.11033 -0.39264 5.42295
H: -1.05178 -1.79704 5.91134
H: -1.86094 -0.26193 5.55706
H: -2.69253 -2.63409 2.79260
H: -3.37992 -1.65042 4.09520
H: -2.37646 -3.05574 4.47932
C: -3.19739 -4.23460 -2.12025
N: -2.81300 -3.33018 -1.05794
C: -3.69300 -3.12954 0.07811
C: -1.64399 -2.61883 -1.07711
N: -1.28942 -1.79645 -0.16351
N: -0.82674 -2.90041 -2.16458
C: 0.22782 -2.14808 -2.65386
N: 0.62682 -2.57335 -3.91191
N: 0.79151 -1.24181 -1.96492
H: -4.14414 -4.69775 -1.85742
H: -2.47115 -5.04206 -2.26250
H: -3.34696 -3.70426 -3.06646
H: -4.63849 -3.62985 -0.11285
H: -3.90337 -2.06712 0.22969
H: -3.26645 -3.53259 1.00254
H: -1.98811 -1.65082 0.55342
H: -1.19040 -3.55531 -2.83309
H: -0.15415 -2.56613 -4.55614
H: 1.35123 -1.96354 -4.27437
H: 1.46803 -0.69317 -2.49025
O: 1.85260 -0.94924 0.85597
S: 2.82823 -1.62013 -0.08147
C: 2.29289 -3.35979 -0.12891
C: 2.93441 -4.06115 1.05975
C: 4.36577 -3.53176 1.10459
C: 4.24711 -2.01412 1.00642
H: 2.62228 -3.77636 -1.08385
H: 1.20483 -3.31482 -0.10988
H: 2.89559 -5.14689 0.95819
H: 2.40352 -3.78662 1.97522
H: 4.92854 -3.92229 0.25209
H: 4.89593 -3.82698 2.01161
H: 5.13565 -1.51412 0.62451
H: 3.96604 -1.56684 1.96081
O: 1.69902 1.30700 -1.20013
C: 2.23586 2.17316 -2.09744
C: 2.36792 1.42909 -3.43640
C: 1.34903 1.14903 -4.30013
C: 1.72684 0.25445 -5.33906
C: 3.02881 -0.13846 -5.23739
S: 3.79493 0.57396 -3.87909
C: 1.35125 3.40385 -2.32251
C: 0.32150 3.78390 -1.52367
C: -0.32092 4.97685 -1.96091
C: 0.24020 5.48609 -3.08854
S: 1.53442 4.50345 -3.63896
C: 3.61501 2.62639 -1.60501
C: 4.44818 3.64000 -1.97332
C: 5.67626 3.63790 -1.25399
C: 5.74387 2.62133 -0.35119
S: 4.31566 1.67663 -0.35480
H: 0.34747 1.54159 -4.17304
H: 1.05666 -0.06958 -6.12340
H: 3.57848 -0.79117 -5.89730
H: 0.03529 3.20605 -0.65899
H: -1.16969 5.42205 -1.46135
H: -0.05151 6.36382 -3.64239
H: 4.19475 4.36579 -2.73249
H: 6.46146 4.36773 -1.39705
H: 6.54789 2.40287 0.33397
F: -3.16929 -1.24842 -3.48249
B: -2.36319 -0.10873 -3.70550
F: -3.09768 0.94599 -4.23659
F: -1.33366 -0.46310 -4.60879
F: -1.80422 0.27764 -2.45940

Results
LUMO level	2.053	eV
highest occupied orbital energy	-4.2	eV
ΔE to the lowest compared entry with this formula, charge and spin	17.6	kcal/mol
M	943.39	g mol⁻¹
total charge	-1
E	-111338.2713	eV